{"formula": "C39H63BBrClGeIN7O4Sm", "method": "ωB97M-V with the def2-TZVPD basis set", "spin_multiplicity": 6, "homo_ha": [-0.1780, -0.1764], "e_above_lowest_kcal_mol": 89.9, "gap_ev": [7.1, 7.1], "charge": -1, "symbols": ["Sm", "C", "C", "C", "C", "C", "C", "C", "C", "C", "N", "N", "B", "N", "N", "C", "C", "C", "C", "C", "C", "C", "C", "C", "N", "N", "C", "C", "C", "C", "C", "C", "C", "C", "C", "H", "H", "H", "H", "H", "H", "H", "H", "H", "H", "H", "H", "H", "H", "H", "H", "H", "H", "H", "H", "H", "H", "H", "H", "H", "H", "H", "H", "H", "H", "H", "H", "H", "H", "H", "H", "H", "H", "H", "H", "H", "H", "H", "H", "H", "H", "O", "N", "O", "Cl", "C", "C", "O", "O", "H", "H", "C", "Ge", "C", "C", "C", "H", "H", "H", "H", "H", "H", "H", "H", "H", "H", "H", "Br", "C", "C", "C", "C", "C", "C", "I", "H", "H", "H", "H"], "coordinates": [[1.6327, 1.0805, 0.2696], [1.5169, -2.9764, -3.6237], [2.2800, -3.1293, -2.2989], [3.6121, -2.3941, -2.3086], [1.3386, -2.8464, -1.1515], [0.5236, -3.8909, -0.6879], [-0.2824, -3.3381, 0.2742], [-1.3808, -4.0422, 1.0052], [-0.8073, -5.1968, 1.8331], [-2.4096, -4.5813, 0.0047], [0.0549, -2.0417, 0.3948], [1.0432, -1.7173, -0.5013], [-0.5292, -0.8500, 1.2096], [-0.1538, -0.7843, 2.7426], [0.9495, 0.0362, 2.8181], [1.3252, 0.1157, 4.0844], [0.4812, -0.6809, 4.8565], [-0.4593, -1.2246, 3.9999], [-1.6003, -1.9799, 4.6707], [-2.7174, -1.0038, 5.0721], [-2.1525, -3.2724, 4.0749], [2.4311, 0.9973, 4.5961], [3.7820, 0.6293, 3.9790], [2.0737, 2.4699, 4.3596], [-1.9020, -0.4298, 0.5995], [-1.6710, 0.2617, -0.5548], [-2.8428, 0.4655, -1.1280], [-3.8718, -0.0630, -0.3310], [-3.2316, -0.6197, 0.7574], [-3.8871, -1.2064, 1.9684], [-4.7597, -0.1425, 2.6459], [-4.7350, -2.4366, 1.6365], [-2.9620, 1.1677, -2.4453], [-3.2623, 0.1480, -3.5501], [-4.0540, 2.2380, -2.4013], [2.1622, -3.2253, -4.4689], [1.1614, -1.9541, -3.7464], [0.6498, -3.6398, -3.6403], [2.5131, -4.1941, -2.1958], [3.4886, -1.3359, -2.5031], [4.2527, -2.8061, -3.0924], [4.1206, -2.5078, -1.3511], [0.5348, -4.9132, -1.0312], [-1.8703, -3.3199, 1.6580], [-0.3538, -5.9338, 1.1687], [-1.5925, -5.6928, 2.4092], [-0.0320, -4.8435, 2.5136], [-1.9505, -5.3364, -0.6352], [-2.7835, -3.7834, -0.6383], [-3.2489, -5.0457, 0.5289], [0.1172, 0.0487, 0.8166], [0.5211, -0.8243, 5.9248], [-1.1408, -2.2991, 5.6083], [-3.1403, -0.4983, 4.2088], [-2.3226, -0.2369, 5.7387], [-3.5171, -1.5376, 5.5931], [-2.8081, -3.1197, 3.2216], [-2.7382, -3.7819, 4.8434], [-1.3359, -3.9299, 3.7849], [2.4941, 0.8244, 5.6750], [3.7430, 0.7437, 2.9012], [4.0338, -0.4105, 4.1959], [4.5714, 1.2756, 4.3683], [2.9166, 3.1177, 4.6073], [1.2179, 2.7599, 4.9731], [1.8105, 2.6200, 3.3152], [-4.9354, -0.0433, -0.5115], [-3.0948, -1.4968, 2.6557], [-5.5551, 0.1718, 1.9693], [-4.1717, 0.7395, 2.9035], [-5.2174, -0.5400, 3.5556], [-5.6032, -2.1461, 1.0421], [-5.0935, -2.9122, 2.5531], [-4.1625, -3.1666, 1.0684], [-1.9989, 1.6468, -2.6435], [-4.1760, -0.4010, -3.3103], [-2.4455, -0.5696, -3.6448], [-3.4046, 0.6425, -4.5143], [-5.0366, 1.7736, -2.2836], [-4.0588, 2.8255, -3.3211], [-3.9008, 2.9216, -1.5656], [3.3373, -0.4480, 0.8321], [4.0832, -0.1077, -0.1078], [3.5215, 0.6133, -0.9841], [-1.2175, 4.7959, -1.8329], [-1.0949, 4.2760, -0.1430], [-0.0868, 3.1419, 0.0794], [-0.0570, 2.6482, 1.2247], [0.6578, 2.7819, -0.8654], [-2.0738, 3.9425, 0.1917], [-0.7816, 5.1318, 0.4501], [5.6403, 5.0108, 0.1123], [4.0246, 3.9713, -0.4845], [2.7463, 5.3925, -1.0339], [4.7074, 3.1672, -2.1616], [3.3562, 2.8263, 0.9474], [5.9827, 5.6807, -0.6813], [6.4588, 4.3273, 0.3520], [5.4321, 5.6115, 1.0007], [3.2728, 6.1519, -1.6162], [2.3024, 5.8787, -0.1615], [1.9390, 4.9842, -1.6435], [5.2283, 3.9427, -2.7285], [3.9110, 2.7630, -2.7815], [5.4068, 2.3580, -1.9504], [3.0259, 3.5417, 1.7112], [4.2550, 2.3418, 1.3538], [3.2699, -0.2242, -5.8917], [1.5005, 0.4109, -6.0916], [0.9513, 0.3799, -7.3656], [-0.3175, 0.8912, -7.5830], [-1.0256, 1.4452, -6.5274], [-0.4756, 1.4647, -5.2575], [0.7844, 0.9316, -5.0162], [1.5869, 0.9547, -3.0385], [1.5307, -0.0389, -8.1766], [-0.7420, 0.8662, -8.5784], [-2.0091, 1.8653, -6.6945], [-1.0244, 1.9009, -4.4333]], "atomic_forces_ev_per_a": [[0.57, 0.61, 1.28], [0.08, -0.05, 0.06], [-0.02, 0.25, -0.12], [-0.07, -0.05, 0.08], [-0.23, -0.25, 0.22], [0.09, 0.06, -0.01], [-0.04, -0.17, -0.09], [0.10, 0.03, -0.10], [-0.06, 0.07, -0.05], [0.04, 0.04, 0.05], [0.00, 0.13, 0.11], [0.24, -0.20, -0.10], [-0.10, -0.23, -0.19], [-0.27, 0.12, -0.14], [0.35, 0.27, 0.00], [-0.18, -0.20, 0.02], [-0.01, 0.06, -0.04], [0.24, -0.04, 0.34], [-0.25, 0.01, -0.14], [0.12, 0.03, 0.04], [0.15, 0.02, 0.13], [0.13, 0.04, -0.21], [-0.15, 0.00, 0.08], [0.00, -0.17, 0.10], [-0.08, 0.23, 0.22], [0.05, -0.08, -0.17], [0.04, 0.03, 0.18], [-0.04, -0.12, -0.06], [-0.13, 0.01, -0.02], [-0.02, 0.09, -0.14], [0.00, -0.06, -0.04], [0.11, 0.06, 0.05], [-0.13, -0.03, -0.05], [0.11, 0.08, 0.02], [0.10, 0.00, 0.04], [0.00, 0.02, -0.03], [0.02, 0.04, -0.04], [-0.01, 0.03, -0.01], [-0.03, -0.01, 0.04], [0.00, 0.17, -0.02], [-0.01, 0.00, 0.00], [0.04, 0.03, 0.00], [-0.02, 0.00, 0.00], [0.07, -0.06, -0.10], [0.01, -0.01, -0.02], [0.03, -0.01, 0.00], [0.02, -0.06, -0.01], [0.02, 0.00, -0.01], [-0.04, 0.00, 0.01], [0.00, -0.02, -0.04], [-1.42, -0.93, 0.43], [-0.02, 0.00, 0.01], [0.08, 0.03, -0.01], [0.12, -0.02, 0.32], [0.01, 0.00, 0.02], [-0.03, 0.01, -0.02], [0.06, -0.19, 0.21], [-0.02, 0.00, 0.02], [-0.14, 0.05, 0.08], [-0.06, -0.03, 0.01], [0.08, 0.02, -0.11], [0.02, 0.01, -0.01], [0.00, 0.00, 0.01], [0.00, 0.01, -0.01], [-0.02, 0.01, -0.04], [0.02, 0.11, -0.05], [0.00, 0.04, 0.01], [-0.11, 0.13, -0.23], [-0.01, 0.00, -0.02], [-0.04, 0.03, -0.01], [-0.02, 0.04, -0.03], [0.00, -0.02, -0.03], [-0.04, 0.01, 0.00], [-0.08, 0.01, 0.02], [-0.01, -0.02, 0.09], [0.00, -0.01, -0.02], [-0.02, -0.01, -0.01], [0.01, -0.01, -0.01], [-0.01, 0.02, -0.01], [-0.03, -0.01, -0.02], [0.01, 0.02, -0.01], [0.71, -0.09, -0.04], [0.64, -0.45, 0.03], [0.36, -0.33, -0.05], [-0.08, 0.04, -0.14], [0.21, -0.29, 0.09], [-0.61, 0.77, 0.12], [0.03, -0.13, 0.08], [-0.27, 0.70, -0.52], [0.01, -0.01, 0.02], [-0.01, -0.01, 0.03], [-0.19, -0.14, -0.02], [0.36, 0.49, 0.08], [0.03, -0.24, 0.06], [-0.09, -0.01, 0.17], [-0.12, 0.03, -0.40], [-0.03, -0.01, -0.01], [-0.02, -0.01, 0.01], [-0.04, -0.03, 0.01], [0.02, 0.00, 0.01], [0.02, -0.01, 0.02], [0.00, -0.02, 0.02], [-0.02, 0.04, 0.04], [-0.01, -0.01, -0.03], [-0.01, 0.00, 0.02], [-0.06, -0.01, 0.04], [-0.03, -0.06, 0.02], [0.03, -0.09, -0.01], [0.09, 0.02, 0.19], [-0.05, 0.03, 0.01], [0.04, -0.01, -0.01], [-0.02, 0.00, -0.10], [-0.05, 0.04, 0.23], [0.22, -0.02, 0.52], [-0.23, -0.20, -2.09], [-0.01, 0.01, -0.01], [0.00, 0.00, 0.01], [0.00, 0.00, 0.04], [0.01, -0.01, -0.05]]}

=====

{"formula": "C39H63CdN4O5P2S4", "method": "ωB97M-V with the def2-TZVPD basis set", "spin_multiplicity": 2, "homo_ha": [-0.0072, -0.0810], "e_above_lowest_kcal_mol": 6.7, "gap_ev": [4.3, 6.3], "charge": -2, "symbols": ["Cd", "C", "C", "C", "C", "C", "C", "N", "N", "C", "C", "C", "C", "C", "C", "H", "H", "H", "H", "H", "H", "H", "H", "H", "C", "C", "O", "P", "S", "S", "O", "C", "C", "H", "H", "H", "H", "H", "H", "H", "H", "H", "H", "C", "C", "C", "C", "C", "C", "P", "C", "C", "C", "C", "C", "C", "C", "C", "C", "C", "C", "C", "H", "H", "H", "H", "H", "H", "H", "H", "H", "H", "H", "H", "H", "H", "H", "H", "H", "H", "H", "H", "H", "H", "H", "H", "H", "H", "H", "H", "H", "H", "H", "H", "H", "C", "S", "O", "O", "O", "H", "H", "H", "C", "N", "C", "C", "N", "C", "S", "H", "H", "H", "H", "H", "H", "H", "H"], "coordinates": [[-0.0191, -0.4413, 0.1907], [2.8606, -3.8854, -3.7151], [2.8465, -4.5991, -2.5209], [2.0616, -4.1960, -1.4504], [1.2705, -3.0407, -1.5466], [1.2730, -2.3369, -2.7609], [2.0570, -2.7494, -3.8210], [0.4593, -2.5681, -0.5267], [0.2557, -3.4349, 0.4526], [-0.5708, -2.9923, 1.4857], [-0.9342, -3.9800, 2.4215], [-1.7641, -3.6839, 3.4860], [-2.2723, -2.3928, 3.6366], [-1.9010, -1.4170, 2.7121], [-1.0445, -1.6675, 1.6478], [3.4788, -4.2066, -4.5455], [3.4639, -5.4861, -2.4187], [2.0541, -4.7443, -0.5199], [0.6301, -1.4685, -2.8522], [2.0370, -2.1819, -4.7461], [-0.5480, -4.9833, 2.2735], [-2.0240, -4.4591, 4.2004], [-2.9342, -2.1507, 4.4620], [-2.3028, -0.4129, 2.8466], [-2.9632, 3.3031, -4.4498], [-3.8087, 2.6674, -3.3670], [-3.7270, 1.2468, -3.4693], [-3.0127, 0.3786, -2.3010], [-2.9153, -1.4758, -2.8163], [-1.3391, 1.3479, -1.7551], [-4.1119, 0.6371, -1.1405], [-3.8672, 0.0346, 0.1388], [-4.9988, 0.4175, 1.0622], [-3.0494, 4.3924, -4.4143], [-3.2766, 2.9537, -5.4351], [-1.9190, 3.0270, -4.3005], [-4.8625, 2.9359, -3.4778], [-3.4722, 3.0002, -2.3830], [-2.9059, 0.3840, 0.5238], [-3.7929, -1.0489, 0.0268], [-5.0140, 1.4961, 1.2383], [-4.8824, -0.0933, 2.0198], [-5.9564, 0.1294, 0.6246], [-3.6769, 5.0196, 1.9094], [-3.5616, 3.8607, 2.9177], [-2.4525, 2.8778, 2.5254], [-1.2520, 3.6200, 1.9245], [-1.6810, 4.2373, 0.5739], [-3.1784, 4.5832, 0.5346], [0.1535, 2.4367, 1.7039], [1.5432, 3.4560, 1.0096], [1.4201, 3.7490, -0.4918], [2.7964, 4.1252, -1.0631], [3.6339, 4.9340, -0.0548], [2.7145, 5.7190, 0.8751], [1.9012, 4.7554, 1.7574], [0.8083, 2.1773, 3.4363], [0.2633, 0.8740, 4.0409], [0.7050, 0.7585, 5.4966], [-0.0240, 1.8001, 6.3581], [-0.3104, 3.0926, 5.5724], [0.7128, 3.3400, 4.4625], [-3.0770, 5.8724, 2.2452], [-4.7119, 5.3674, 1.8544], [-4.5138, 3.3252, 2.9763], [-3.3604, 4.2596, 3.9171], [-2.8232, 2.1678, 1.7833], [-2.1619, 2.2869, 3.3934], [-0.9695, 4.4252, 2.6111], [-1.4626, 3.5437, -0.2394], [-1.0970, 5.1457, 0.3977], [-3.7531, 3.7139, 0.1971], [-3.3503, 5.3733, -0.2015], [2.3792, 2.7520, 1.1301], [0.7137, 4.5667, -0.6584], [1.0309, 2.8761, -1.0140], [2.6647, 4.7011, -1.9869], [3.3299, 3.2061, -1.3177], [4.3214, 5.6037, -0.5788], [4.2419, 4.2519, 0.5463], [2.0397, 6.3364, 0.2717], [3.2865, 6.4047, 1.5070], [1.0020, 5.2719, 2.1071], [2.4925, 4.4995, 2.6397], [1.8691, 1.9991, 3.2312], [0.6076, 0.0313, 3.4422], [-0.8292, 0.8439, 4.0100], [1.7859, 0.9220, 5.5557], [0.5113, -0.2476, 5.8753], [0.5662, 2.0304, 7.2505], [-0.9700, 1.3764, 6.7084], [-0.3082, 3.9483, 6.2547], [-1.3131, 3.0522, 5.1406], [1.6965, 3.4728, 4.9281], [0.4843, 4.2878, 3.9804], [3.5339, -0.9844, 3.4842], [3.5396, -0.0489, 1.9729], [4.4786, -0.7171, 1.0954], [3.9213, 1.3179, 2.3387], [2.1394, -0.1133, 1.5264], [4.5599, -1.2768, 3.7020], [2.9092, -1.8630, 3.3354], [3.1357, -0.3642, 4.2838], [4.7566, 1.0437, -3.1561], [3.4094, 1.2081, -3.6366], [3.1184, 1.9532, -4.8436], [1.5787, 2.0776, -4.8274], [1.2183, 1.3706, -3.6117], [2.3019, 1.0299, -2.8725], [2.2779, 0.5016, -1.3098], [5.3272, 0.4039, -3.8330], [4.7195, 0.5829, -2.1700], [5.2577, 2.0152, -3.0745], [3.4791, 1.4215, -5.7286], [3.6109, 2.9326, -4.8179], [1.1300, 1.6088, -5.7046], [1.2572, 3.1211, -4.7951], [0.3291, 1.4864, -3.1327]], "atomic_forces_ev_per_a": [[0.09, 0.44, -0.35], [-0.02, 0.02, 0.03], [-0.04, 0.03, 0.03], [0.12, -0.05, -0.05], [-0.29, 0.09, 0.17], [0.02, 0.06, -0.12], [-0.01, 0.00, 0.03], [0.22, -0.22, 0.01], [-0.24, 0.05, 0.12], [0.15, -0.08, -0.14], [-0.02, -0.04, 0.07], [-0.01, 0.03, -0.01], [0.02, -0.08, -0.03], [-0.02, 0.04, -0.07], [0.01, 0.00, -0.02], [0.00, 0.00, 0.00], [0.00, 0.00, 0.00], [0.00, -0.01, 0.00], [-0.01, -0.04, -0.01], [-0.01, 0.00, -0.01], [0.01, 0.01, 0.02], [-0.01, -0.01, -0.01], [-0.01, 0.00, 0.00], [0.03, 0.01, 0.02], [0.02, 0.00, -0.02], [-0.01, 0.01, 0.05], [0.06, 0.00, 0.00], [-0.22, 0.03, -0.28], [0.07, -0.12, -0.09], [-0.06, -0.13, 0.45], [0.02, 0.06, 0.19], [-0.02, 0.00, 0.03], [-0.05, 0.02, -0.01], [0.00, -0.01, 0.00], [-0.01, 0.01, 0.00], [0.00, 0.02, 0.01], [-0.01, 0.00, 0.00], [-0.02, 0.00, 0.01], [0.02, 0.00, 0.01], [-0.01, -0.01, -0.05], [0.00, -0.01, -0.01], [0.03, 0.02, 0.00], [0.00, -0.02, 0.01], [-0.02, -0.04, -0.01], [0.00, 0.03, -0.05], [0.02, 0.08, 0.03], [-0.17, -0.02, -0.07], [-0.02, 0.09, 0.10], [0.01, 0.02, 0.02], [0.23, -0.12, 0.03], [-0.01, 0.07, -0.09], [0.02, 0.04, 0.05], [0.02, -0.03, 0.05], [-0.08, -0.01, -0.01], [0.03, -0.04, 0.02], [0.05, -0.02, -0.05], [-0.09, 0.04, 0.04], [0.07, 0.06, 0.04], [-0.06, 0.01, -0.02], [0.00, 0.01, -0.04], [0.04, 0.00, 0.02], [0.05, -0.11, 0.01], [0.01, -0.01, 0.01], [0.01, 0.04, 0.01], [0.00, 0.00, 0.02], [-0.02, 0.00, 0.01], [0.02, -0.03, -0.03], [-0.01, -0.04, -0.01], [-0.04, 0.02, 0.03], [0.03, 0.02, -0.01], [0.00, -0.01, 0.00], [0.01, -0.01, 0.01], [-0.03, -0.02, -0.03], [-0.04, 0.02, -0.04], [0.01, 0.00, 0.01], [-0.04, 0.01, -0.03], [-0.01, -0.01, -0.01], [-0.01, 0.02, -0.04], [0.03, -0.02, 0.00], [0.01, 0.01, 0.00], [0.00, 0.01, 0.00], [-0.01, 0.02, 0.00], [-0.01, 0.00, 0.00], [-0.03, 0.01, 0.04], [-0.03, -0.01, 0.00], [-0.02, 0.01, 0.00], [0.00, -0.03, -0.02], [0.01, -0.01, -0.01], [0.03, 0.00, 0.02], [0.01, -0.02, 0.00], [0.00, 0.02, 0.03], [-0.06, 0.01, 0.00], [0.01, -0.02, -0.03], [0.00, 0.00, -0.01], [0.03, 0.05, 0.00], [0.10, -0.10, 0.13], [-0.08, 0.21, -0.29], [0.05, -0.02, 0.04], [0.09, -0.05, 0.11], [-0.10, 0.06, 0.00], [-0.02, 0.03, 0.06], [0.03, -0.02, -0.01], [-0.06, -0.02, 0.00], [-0.05, 0.04, -0.03], [0.18, 0.11, 0.11], [-0.05, -0.03, -0.05], [0.07, -0.17, 0.03], [0.47, 0.19, 0.01], [-0.60, 0.05, -0.40], [0.36, -0.26, 0.49], [0.02, 0.00, -0.01], [-0.01, -0.03, -0.01], [0.02, 0.00, 0.00], [0.01, -0.01, -0.01], [0.01, 0.01, 0.01], [-0.03, 0.00, -0.01], [0.00, 0.02, 0.01], [-0.17, -0.16, -0.13]]}

=====

Here are the calculated calculated total energy numbers, same order: -8299.90749 -4562.50141 (a.u.).